The following is a quantum chemistry calculation of 3 unconnected molecules or ions with the total composition C4H9N2O3, from OMol25.

As for the molecular weight: 133.1 g/mol. The calculation puts the total energy at -13402.2706 eV. The gap between HOMO and LUMO is 9.80 eV. The value obtained for the energy relative to the best compared isomer or geometry (same formula, charge and spin) is 7.647 eV.

The geometry in ORCA input format:
```
! wB97M-V def2-TZVPD RIJCOSX def2/J DEFGRID3
* xyz 1 1
C 0.27 -0.51 -1.53
C -0.29 -1.72 -3.49
C -0.03 2.07 2.09
C 0.80 -1.46 -2.41
N 0.09 0.42 -0.88
N -1.00 1.53 2.47
O -0.38 1.46 -0.42
O -1.96 0.93 2.53
O 0.07 0.73 4.42
H -0.34 -0.18 4.53
H -1.18 -1.17 -3.14
H 0.12 -1.28 -4.42
H -0.57 -2.82 -3.51
H -0.10 1.68 0.86
H 0.84 2.72 2.38
H 0.66 0.93 5.19
H 1.75 -1.00 -2.87
H 1.22 -2.34 -1.81
*
```